A structure of composition C23H23AsAuClN5O7S. Source: the Open Molecules 2025 dataset; level of theory: ωB97M-V with the def2-TZVPD basis set.

The geometry in XYZ format:
```
62
C23H23AsAuClN5O7S (ωB97M-V with the def2-TZVPD basis set)
Au -0.38771 0.61900 -0.21172
C -5.91872 -8.80673 8.61128
O -5.11529 -7.66940 8.95641
C -4.62913 -6.90168 7.99618
C -4.84017 -7.11815 6.62420
C -4.28663 -6.25306 5.71604
C -3.51169 -5.15220 6.13589
C -3.30966 -4.95112 7.52124
C -3.85435 -5.80469 8.43319
C -2.97344 -4.29182 5.14960
N -3.13833 -4.44635 3.82562
C -2.49177 -3.43779 3.25180
C -1.88574 -2.60131 4.23481
N -2.20693 -3.16880 5.41689
C -1.14833 -1.42772 3.92104
C -0.54237 -0.58609 4.86483
C 0.11995 0.53449 4.42818
C 0.12979 0.80589 3.05913
N -0.45184 0.02497 2.16182
C -1.05134 -1.09883 2.55230
C -1.60828 -1.99697 1.51171
N -1.37750 -1.67319 0.24906
C -1.89196 -2.41244 -0.72473
C -2.65208 -3.55602 -0.47122
C -2.87222 -3.93152 0.83460
C -2.34256 -3.13875 1.85757
H -6.19132 -9.26285 9.55607
H -5.34129 -9.51054 8.01235
H -6.81578 -8.48942 8.08013
H -5.43109 -7.95322 6.28089
H -4.43877 -6.40196 4.65625
H -2.72103 -4.11778 7.88398
H -3.71416 -5.67014 9.49636
H -1.95093 -2.83482 6.33056
H -0.58949 -0.81432 5.92248
H 0.61223 1.20558 5.11641
H 0.62011 1.68702 2.66386
H -1.69055 -2.07020 -1.73466
H -3.04991 -4.12957 -1.29588
H -3.44330 -4.81544 1.08510
C 2.28338 3.07540 -1.58484
As 2.87888 1.47846 -0.71484
C 3.76746 0.29665 -1.93252
C 4.22740 2.01828 0.53686
O 1.70792 0.72617 0.24942
H 3.16534 3.64745 -1.87333
H 1.67958 3.64437 -0.88018
H 1.67799 2.82747 -2.44823
H 4.68275 0.78203 -2.27207
H 3.12382 0.07060 -2.77165
H 4.01944 -0.61172 -1.38664
H 5.05900 2.48552 0.01164
H 4.57925 1.14010 1.07466
H 3.79515 2.72706 1.24044
O -1.16523 -0.84411 -3.44316
Cl -0.31079 0.28883 -3.64644
O 0.65841 0.03700 -4.66388
O -1.06630 1.46902 -3.91414
O 0.45625 0.50783 -2.38591
O -1.15810 3.18998 -1.04570
S -2.35947 2.38873 -1.31631
N -2.35704 0.97232 -0.82722
```

* total charge: +1
* orbital gap (spin up / spin down): 6.585 / 4.388 eV
* ⟨S²⟩: 2.036
* 2S+1: 3

A cluster of 3 separate species, C3H11O3 in total in a non-equilibrium geometry. Source: the Open Molecules 2025 dataset; level of theory: ωB97M-V with the def2-TZVPD basis set.

The geometry in XYZ format:
```
17
C3H11O3 (ωB97M-V with the def2-TZVPD basis set)
C -0.64039 0.30383 0.17229
O -0.44817 -1.07569 0.50353
C 0.45400 1.14643 -0.58753
C 0.48284 2.63615 -0.17123
H -0.78691 0.80362 1.28786
H -1.58412 0.36462 -0.37440
H 0.57249 1.17511 -1.64806
H 1.43511 0.72824 -0.36708
H 1.45178 3.14902 -0.42498
H 0.10567 2.81162 0.82381
H -0.22342 3.09151 -0.84506
H -0.38632 -2.87689 2.54794
H -0.71127 -2.42804 1.16864
O -0.60694 -3.24711 1.73777
H 0.01271 -2.85628 -1.31934
H 0.45419 -1.59668 -0.78710
O 0.41874 -2.12946 -1.71708
```

* total charge: -1
* orbital gap: 7.693 eV
* relative energy (zero: lowest compared OMol25 entry of this formula, charge and spin): 33.0 kcal per mole

A cluster of 2 separate species, C22H25OSi in total in a non-equilibrium geometry. Source: the Open Molecules 2025 dataset; level of theory: ωB97M-V with the def2-TZVPD basis set.

The geometry in XYZ format:
```
49
C22H25OSi (ωB97M-V with the def2-TZVPD basis set)
C -5.04348 -4.24539 1.02145
O -3.89556 -4.31908 1.88830
C -3.02066 -3.25596 1.89846
C -1.79701 -3.38586 2.67602
C -0.85905 -2.37211 2.61799
C -1.09973 -1.14358 1.98177
C -0.06676 -0.02035 2.28594
C -0.23239 1.52612 2.00068
C 0.89588 2.35157 2.31041
C 0.91212 3.74168 2.24980
C -0.29198 4.38610 1.91060
C -1.41869 3.65206 1.49792
C -1.36114 2.22249 1.52028
C -2.13919 -1.14064 1.01743
C -3.16919 -2.08333 1.07924
H -5.45577 -5.25834 1.06226
H -5.78527 -3.53296 1.42576
H -4.78762 -3.96577 -0.02081
H -1.63455 -4.32156 3.16725
H 0.08296 -2.53767 3.13333
H 0.18539 -0.09008 3.37730
H 1.84101 1.82432 2.57348
H 1.82601 4.30998 2.45557
H -0.33595 5.48571 1.87454
H -2.33304 4.16288 1.10111
H -2.16749 1.57703 1.10172
H -2.13329 -0.37021 0.22661
H -4.02025 -2.00115 0.39158
C 2.13279 -2.43532 -1.87204
Si 1.44500 -0.86278 -2.75221
C -0.45993 -0.52016 -2.89183
H 0.85142 -0.25379 1.71804
C 2.53133 0.69926 -2.62724
C 3.27803 1.01602 -3.81157
C 4.12642 2.13508 -3.89025
C 4.26485 3.00443 -2.79284
C 3.54735 2.72016 -1.62848
C 2.69880 1.60508 -1.54483
H 2.89693 -2.19395 -1.10911
H 1.27158 -2.94564 -1.40019
H 2.55660 -3.09270 -2.66501
H -0.70233 0.52293 -2.59475
H -0.72991 -0.72176 -3.95976
H -0.99179 -1.23955 -2.23356
H 3.17078 0.34984 -4.67656
H 4.69419 2.34894 -4.82127
H 4.93261 3.87913 -2.86893
H 3.64814 3.38414 -0.76495
H 2.14185 1.40473 -0.63866
```

* total charge: +1
* orbital gap: 4.304 eV
* relative energy (zero: lowest compared OMol25 entry of this formula, charge and spin): 0.0 kcal per mole

A cluster of 2 separate species, C3H8IN6 in total in a non-equilibrium geometry. Source: the Open Molecules 2025 dataset; level of theory: ωB97M-V with the def2-TZVPD basis set.

The geometry in XYZ format:
```
18
C3H8IN6 (ωB97M-V with the def2-TZVPD basis set)
C 0.31326 -1.42865 -0.24558
C 0.49121 0.89262 -0.81750
C -1.43774 -0.04437 0.23000
N -0.87486 -1.25976 0.20872
N 1.04300 -0.34230 -0.79968
N -0.76597 1.02519 -0.42185
N 0.89765 -2.62205 -0.24914
N 1.19021 1.92428 -1.26509
N -0.90680 0.82270 2.33297
I -3.53228 0.05510 0.18152
H 1.99453 -0.47411 -1.11140
H -1.18354 1.94331 -0.32071
H 0.40069 -3.38302 0.19047
H 1.84011 -2.78029 -0.55913
H 2.14055 1.82215 -1.58542
H 0.80264 2.85490 -1.26781
H -0.58523 -0.02759 2.78632
H -1.82743 1.02189 2.71330
```

* total charge: +1
* orbital gap: 7.531 eV
* relative energy (zero: lowest compared OMol25 entry of this formula, charge and spin): 42.7 kcal per mole

The molecule C23H31N5OS in a non-equilibrium geometry. Source: the Open Molecules 2025 dataset; level of theory: ωB97M-V with the def2-TZVPD basis set.

The geometry in XYZ format:
```
61
C23H31N5OS (ωB97M-V with the def2-TZVPD basis set)
C 2.50002 1.11473 -4.46512
C 2.74812 1.94745 -3.21767
O 1.54235 2.59961 -2.86650
C 1.67286 3.58638 -1.86650
C 1.94072 3.04400 -0.45907
C 0.79567 2.16424 0.05279
N 0.55037 1.01740 -0.78736
C 1.28147 -0.11495 -0.69203
N 1.04374 -1.12500 -1.57002
C -0.12433 -1.20752 -2.41573
H -0.65996 -0.26267 -2.39480
H 0.19527 -1.40793 -3.44522
C -1.10087 -2.33129 -1.95816
N -0.86081 -2.75514 -0.59913
C -1.11401 -1.82278 0.36439
N -1.74773 -0.74436 -0.04867
C -2.00290 0.27538 0.78377
C -2.67426 1.40194 0.27007
C -2.89686 2.49886 1.05935
C -2.44650 2.49367 2.39474
C -1.80385 1.41693 2.94647
C -1.58206 0.27056 2.14144
C -0.98256 -0.91301 2.60043
C -0.76465 -1.97718 1.74915
C -0.23659 -3.13948 2.34232
N 0.16492 -4.04741 2.92135
H -0.69027 -1.01327 3.63561
C -1.33749 1.44574 4.36936
H -0.26286 1.27518 4.42325
H -1.55798 2.40887 4.82276
H -1.83224 0.66955 4.95273
H -2.62178 3.37444 2.99692
C -3.60143 3.71273 0.53654
H -2.97440 4.59618 0.65381
H -4.52019 3.88368 1.09681
H -3.85222 3.59692 -0.51470
H -2.99686 1.37545 -0.75971
C 0.12184 -3.80650 -0.44028
H -0.09675 -4.38339 0.45919
H 0.01461 -4.47954 -1.29566
C 1.55269 -3.26901 -0.37679
H 2.25111 -4.10553 -0.40550
H 1.70788 -2.74043 0.56407
C 1.87931 -2.31195 -1.52810
H 1.77273 -2.82278 -2.48876
H 2.91801 -1.98703 -1.41480
H -2.12281 -1.95389 -2.02114
H -1.00487 -3.20574 -2.60305
S 2.45103 -0.26339 0.48287
H 0.15797 1.25571 -1.68690
H -0.13327 2.73922 0.09675
H 1.03736 1.80216 1.05493
H 2.86356 2.46278 -0.44757
H 2.06691 3.88954 0.21756
H 0.71923 4.12363 -1.87903
H 2.47471 4.28846 -2.14187
H 3.52950 2.69801 -3.40963
H 3.09134 1.29896 -2.39931
H 2.15756 1.75184 -5.27616
H 1.73754 0.36672 -4.26660
H 3.41788 0.61624 -4.76357
```

* orbital gap: 7.812 eV
* relative energy (zero: lowest compared OMol25 entry of this formula, charge and spin): 17.1 kcal per mole
* SMILES string: CCOCCCNC(=S)N1CCCN(c2nc3cc(C)cc(C)c3cc2C#N)CC1

| no. | E (eV) |
| --- | --- |
| 1 | -133880.0341 |
| 2 | -9431.4612 |
| 3 | -33135.5054 |
| 4 | -20274.0040 |
| 5 | -44688.2408 |